Record 1
Molecular formula: C2H9N2S
Method: DFT, wB97M-V/def2-TZVPD

Values from the calculation:
**Energy relative to the best compared isomer or geometry (same formula, charge and spin)**: 110.0 kJ/mol
**Net charge**: +1
**Multiplicity**: 1

```
14
Properties=species:S:1:pos:R:3:forces:R:3
C 1.791098 0.004126 -1.521494 0.23 2.58 0.02
C -1.282246 -0.829088 0.225423 -2.34 0.73 -0.13
N -1.244002 -1.836224 -0.582002 1.61 -4.42 -2.90
N -1.218835 -1.128081 1.492765 0.48 -0.15 1.57
S 0.938290 0.848899 -0.121294 0.66 1.19 -0.35
H 1.100860 -0.698861 -1.889622 -0.72 -0.78 -0.88
H 2.655737 -0.513969 -1.147251 0.49 0.13 -0.05
H 2.009976 0.847041 -2.261934 -0.06 -1.70 0.84
H -1.708362 0.115465 -0.156595 0.65 -0.53 0.56
H -1.073479 -2.825456 -0.200340 -0.34 2.18 -0.46
H -1.121196 -1.906217 -1.629607 -0.44 1.18 1.76
H -0.780520 -2.025549 1.760399 -0.62 0.94 0.02
H 1.047306 2.172752 -0.549741 -0.13 -1.30 0.34
H -1.644728 -0.559058 2.221178 0.53 -0.04 -0.33
```
Forces are in eV/Å.

Record 2
Molecular formula: C3H12NO2
Method: DFT, wB97M-V/def2-TZVPD

Values from the calculation:
**Energy relative to the best compared isomer or geometry (same formula, charge and spin)**: 67.7 kJ/mol
**Net charge**: +1
**Multiplicity**: 1

```
18
Properties=species:S:1:pos:R:3:forces:R:3
C 0.834663 -0.892923 0.373847 0.39 0.61 -0.20
C 0.396824 -0.894979 -1.102214 -0.41 -0.25 0.64
C 1.551149 -0.336934 -1.938582 -1.06 -0.61 0.62
O -0.823472 -0.125410 -1.093570 0.28 -0.56 -0.87
N -0.351138 -1.049473 1.284843 -0.18 1.13 -0.37
H 1.242076 0.106415 0.544223 -0.09 -0.07 0.37
H 1.599165 -1.613441 0.642613 -0.08 -0.24 -0.18
H 0.146898 -1.917374 -1.408085 0.15 -0.01 -0.04
H 2.402722 -0.936511 -1.619160 0.42 0.30 -0.37
H 1.349853 -0.482641 -2.994654 0.16 0.06 -0.09
H 1.656119 0.715656 -1.702016 0.30 0.14 -0.08
H -1.321044 -0.396477 -1.890516 0.17 0.50 0.57
H -0.924775 -0.212699 1.097701 -0.19 -0.22 -0.04
H -0.914318 -1.849482 1.017416 -0.11 -0.31 0.18
H -0.145394 -1.038197 2.285611 0.20 -0.33 -0.16
H -1.078250 2.662062 2.819357 -0.23 0.13 -0.15
H -0.825198 3.593613 1.669313 0.35 0.75 -0.36
O -1.328402 2.824117 1.898788 -0.07 -1.02 0.55
```
Forces are in eV/Å.

Record 3
Molecular formula: C5H6O2
Method: DFT, wB97M-V/def2-TZVPD

Values from the calculation:
**Energy relative to the best compared isomer or geometry (same formula, charge and spin)**: 177.0 kJ/mol
**Net charge**: 0
**SMILES**: C=C=CC.O=C=O
**Multiplicity**: 1

```
13
Properties=species:S:1:pos:R:3:forces:R:3
C -0.608925 -0.154920 1.806292 -0.18 0.03 -0.24
C 0.490115 0.129303 1.154195 -0.39 0.07 -0.29
C 1.061156 0.478802 0.027632 0.61 -0.04 0.52
C 1.571836 -0.485356 -1.001900 0.21 -0.07 0.08
H -1.493522 -0.075042 1.165195 0.13 -0.24 0.80
H -0.819765 -0.443795 2.827484 0.50 0.07 0.02
H 1.131227 1.539228 -0.213416 0.28 -0.12 0.24
H 1.180310 -1.494582 -0.836968 0.12 0.18 0.05
H 2.660046 -0.506930 -0.931392 0.06 -0.19 -0.21
H 1.300843 -0.170617 -2.017936 0.05 0.05 0.31
O -0.998909 0.605804 -1.119987 -1.28 -0.05 -0.20
C -2.050058 0.384777 -0.675201 -0.59 0.31 -1.21
O -3.157155 0.196024 -0.363519 0.48 0.00 0.13
```
Forces are in eV/Å.